DFT (wB97M-V/def2-TZVPD) results for a 4-piece molecular cluster, C4H15NO3 overall at a distorted geometry.

Structure (ORCA input):
```
! RIJCOSX wB97M-V def2-TZVPD def2/J DEFGRID3
* xyz 0 1
C -1.9254 1.8084 -1.8238
C -2.0842 0.7123 -0.7349
C -1.5352 -0.6130 -1.0786
C -0.5138 -0.8074 -1.8488
N 0.3199 -1.9758 -2.0870
H -1.0475 2.3277 -2.0189
H -2.6541 2.6644 -1.7455
H -2.0150 1.0112 -2.5942
H -1.4483 1.0659 0.1467
H -3.0938 0.6430 -0.2050
H -2.0990 -1.5498 -0.6053
H -0.1917 -0.0171 -2.5216
H 1.1738 -1.7925 -2.5725
H -0.0250 -2.9052 -1.8590
O -6.1435 2.6981 1.8248
H -5.7039 2.1168 2.4734
H -6.5869 3.4128 2.1873
O 4.3300 -2.3528 5.0703
H 4.3114 -2.8810 4.2160
H 3.4134 -2.0972 5.3172
O 6.4694 0.1365 -0.7294
H 6.9877 0.5098 -1.3825
H 5.8441 0.8660 -0.6352
*
```

As for the frontier orbital gap: 0.322 Ha. As for the energy relative to the best compared isomer or geometry (same formula, charge and spin): 284.8 kJ/mol. For the HOMO energy, the calculation gives -8.0 eV. As for the SMILES: CC/C=C/N.O.O.O. The calculation puts the total energy at -441.7734 Eh.

Here are the natural (NBO) charges for atoms 1 to 6, given in e: -0.640, -0.429, -0.288, -0.012, -0.861, 0.207